Entry 1:
{"formula": "C13H22NO4", "method": "ωB97M-V/def2-TZVPD", "symbols": ["C", "H", "C", "H", "C", "H", "C", "C", "C", "H", "H", "H", "H", "H", "C", "C", "O", "N", "C", "H", "H", "H", "H", "C", "C", "H", "H", "H", "O", "H", "H", "H", "O", "H", "O", "C", "H", "C", "H", "H"], "positions_angstrom": [[2.43, -0.10, -1.79], [-3.05, 3.52, -0.23], [0.39, 0.81, 1.31], [2.07, 0.61, -2.54], [4.60, -0.36, -0.76], [2.64, -1.05, -2.29], [1.36, -0.29, -0.71], [-3.07, 0.14, -0.10], [-3.50, 1.44, -0.33], [-5.75, -0.25, -0.18], [0.37, -0.33, -1.16], [5.52, 0.23, -0.81], [2.40, 0.79, 0.69], [0.44, -0.15, 1.81], [-5.12, -0.79, -0.90], [-2.69, 2.52, -0.04], [-3.81, -0.96, -0.41], [1.43, 0.83, 0.25], [-1.43, 2.32, 0.48], [4.73, -1.26, -1.37], [-5.13, -0.28, -1.86], [1.36, 1.71, -0.28], [1.50, -1.22, -0.15], [-1.79, -0.07, 0.45], [-2.02, -2.42, 1.00], [-5.51, -1.80, -1.02], [-2.80, -2.17, 1.72], [-2.48, -2.83, 0.10], [3.83, 0.35, 1.44], [0.63, 1.61, 2.02], [4.53, 1.01, 1.51], [-0.79, 3.17, 0.72], [3.61, 0.49, -1.29], [3.55, -1.53, 0.77], [-1.21, -1.29, 0.69], [4.33, -0.76, 0.70], [-1.34, -3.15, 1.43], [-0.98, 1.03, 0.73], [5.24, -1.15, 1.15], [-4.48, 1.62, -0.74]], "lowdin_charge": [-0.162, 0.113, -0.064, 0.138, -0.164, 0.138, -0.095, -0.188, 0.002, 0.104, 0.137, 0.136, 0.124, 0.141, -0.056, -0.063, -0.099, 0.058, -0.047, 0.135, 0.101, 0.188, 0.133, -0.160, -0.042, 0.101, 0.106, 0.094, -0.067, 0.145, 0.126, 0.116, -0.145, 0.119, -0.100, -0.188, 0.098, -0.158, 0.133, 0.111], "smiles": "COc1cccc(C[NH2+]CCOCCO)c1OC", "fmax_ha_per_bohr": 0.015, "spin_multiplicity": 1, "charge": 1, "total_energy_ev": -23510.846}

Entry 2:
{"formula": "C13H23BBr8F7NO4P", "method": "ωB97M-V/def2-TZVPD", "symbols": ["C", "C", "H", "Br", "H", "C", "N", "H", "H", "Br", "F", "C", "O", "F", "Br", "H", "Br", "H", "H", "H", "H", "F", "C", "O", "H", "C", "H", "F", "C", "Br", "O", "H", "C", "H", "Br", "O", "H", "H", "H", "F", "C", "H", "H", "B", "H", "C", "P", "F", "Br", "H", "H", "Br", "C", "C", "H", "C", "F", "H"], "positions_angstrom": [[3.64, -7.25, 2.28], [-1.05, 1.61, -1.48], [2.85, -6.53, 2.50], [-2.49, -5.67, 4.29], [0.81, -7.13, 3.01], [0.96, 1.89, 0.31], [-1.58, -2.22, 1.27], [-2.21, 7.31, -4.14], [-0.86, -3.04, -1.95], [2.91, -9.00, 2.75], [0.32, 1.29, 1.30], [-2.52, 6.39, -3.65], [-1.50, -3.07, -1.23], [0.83, 3.03, -1.68], [5.58, 7.14, -1.43], [-4.25, 7.35, -2.81], [-0.92, 5.49, -3.03], [-0.76, -2.06, 1.84], [-2.99, 5.73, -4.37], [-2.47, -0.67, -2.05], [-1.67, -6.95, 2.33], [-1.60, 2.44, -2.37], [0.00, 2.49, -0.75], [-3.69, -0.74, -0.39], [3.06, 5.57, -1.40], [-3.45, 6.69, -2.49], [-1.35, -7.82, 3.85], [-0.31, 0.69, -2.23], [4.66, 6.13, -0.05], [5.64, -8.15, 0.42], [0.17, -1.31, -0.49], [3.23, -7.57, 0.18], [3.21, 5.90, -0.38], [2.78, 5.17, 0.30], [2.13, 7.51, -0.16], [-3.33, 1.54, -0.84], [4.21, -6.13, 0.56], [-2.91, 7.14, -1.66], [-4.50, 0.87, 0.99], [1.80, 1.02, -0.26], [-2.11, 0.92, -0.60], [0.43, -6.02, 4.35], [-5.42, 0.72, -0.81], [-4.35, 0.61, -0.21], [0.26, -0.87, -1.35], [-2.42, -0.56, -0.95], [-1.34, -1.82, -0.20], [1.70, 2.88, 0.83], [-4.27, 5.07, -1.81], [4.49, -7.09, 2.94], [4.78, 6.69, 0.87], [0.39, -4.86, 2.15], [0.13, -6.36, 3.36], [4.01, -7.17, 0.83], [-1.88, 1.01, 0.47], [-1.29, -6.86, 3.35], [-0.67, 3.49, -0.15], [5.18, 5.18, 0.02]], "lowdin_charge": [-0.684, -0.339, 0.008, 0.619, -0.020, -0.546, -0.150, 0.052, 0.064, 0.618, 0.191, -0.699, -0.163, 0.096, 0.589, 0.051, 0.674, -0.043, 0.048, 0.141, 0.053, 0.101, -0.353, -0.108, 0.053, -0.717, 0.055, 0.065, -0.700, 0.595, -0.179, 0.053, -0.703, 0.045, 0.603, -0.085, 0.063, 0.045, 0.057, 0.171, -0.254, 0.053, 0.050, -0.544, 0.047, -0.352, 0.548, 0.150, 0.663, 0.053, 0.047, 0.660, -0.711, -0.696, 0.157, -0.703, 0.151, 0.058], "fmax_ha_per_bohr": 0.019, "spin_multiplicity": 1, "charge": -1, "total_energy_ev": -612866.418}

no.,highest occupied orbital energy (eV),HOMO-LUMO gap (eV)
1,-11.237,8.919
2,-4.572,6.415